Molecular formula: C7H13NS
Method: DFT, ωB97M-V/def2-TZVPD

Last columns: bonded neighbours and bond lengths (Å).
Geometry (Å):
1 C -0.240 0.885 -0.572  C6 1.449, H17 1.153, C20 1.550
2 C -0.245 -1.012 0.975  H3 1.082, N4 1.474, C6 1.550, H14 1.144
3 H 0.234 -0.746 1.908  C2 1.082
4 N -1.715 -0.940 0.910  C2 1.474, C15 1.290, H19 1.020
5 C 0.518 -1.347 -1.378  C6 1.563, H11 1.162, H18 1.124, H22 1.198
6 C 0.482 -0.316 -0.203  C1 1.449, C2 1.550, C5 1.563, C21 1.500
7 H 2.387 0.448 -0.756  C21 1.079
8 H 0.058 2.034 1.312  C20 1.102
9 H 2.378 -0.884 0.442  C21 1.124
10 H 2.093 0.872 0.986  C21 1.185
11 H -0.528 -1.848 -1.456  C5 1.162
12 S -3.834 0.357 -0.221  C15 1.585
13 H 0.511 3.022 -0.088  C20 1.102
14 H 0.100 -2.103 0.952  C2 1.144
15 C -2.371 -0.115 0.165  N4 1.290, S12 1.585
16 H -1.089 2.850 0.034  C20 1.165
17 H -0.423 1.222 -1.660  C1 1.153
18 H 1.087 -2.230 -0.979  C5 1.124
19 H -2.256 -1.434 1.619  N4 1.020
20 C -0.145 2.200 0.241  C1 1.550, H8 1.102, H13 1.102, H16 1.165
21 C 1.891 0.079 0.128  C6 1.500, H7 1.079, H9 1.124, H10 1.185
22 H 1.107 -0.994 -2.360  C5 1.198

Computed properties:
2S+1: 1
Energy relative to the best compared isomer or geometry (same formula, charge and spin), kJ/mol: 370.3
Lowest unoccupied orbital energy (spin up / spin down), eV: 0.31 / 0.51
Gap between HOMO and LUMO (spin up / spin down), Eh: 0.2703 / 0.2732